# 1
# C8H14FeN4O2S

A structure of composition C8H14FeN4O2S at a distorted geometry (ωB97M-V with the def2-TZVPD basis set, OMol25).

Positions of all 30 atoms, in Å:
Fe 6.00104 6.74703 7.34922
S 6.10993 4.93997 6.12982
O 8.60779 8.98722 5.44523
O 7.52865 9.04569 3.47563
N 8.47948 6.30634 6.06384
N 8.29962 4.64880 4.50088
N 8.12383 7.07919 7.21144
N 5.75184 8.86670 6.57940
C 6.10453 9.13174 5.22901
C 7.72484 5.28047 5.56811
C 4.64303 7.90479 10.00877
C 4.68445 6.65810 9.42732
C 7.57368 9.07717 4.72347
C 6.78048 7.04525 10.24411
C 5.99737 6.11154 9.56013
C 5.97637 8.21748 10.39621
H 3.85988 8.60841 10.10658
H 7.77885 6.95858 10.61232
H 3.83924 6.04657 9.07898
H 5.66614 10.11945 4.97439
H 4.83546 9.27271 6.77229
H 9.28136 4.67739 4.35907
H 9.00641 6.72798 5.35436
H 8.29327 8.05893 6.88578
H 6.31913 5.17136 9.26001
H 8.77204 6.84914 8.00252
H 6.36456 9.34854 7.16367
H 5.60898 8.36847 4.59726
H 6.40809 9.10231 10.76304
H 7.76670 3.75356 4.24440

Properties
* total energy: -63799.26345 eV
* energy above the lowest of the compared OMol25 structures with the same formula, charge and spin: 107.0 kJ/mol
* LUMO energy (spin up / spin down): -0.19 / -0.48 eV
* multiplicity: 5
* expectation value of S²: 6.02
* total charge: 0

Results of the Mulliken charge analysis, in e, for atoms 1 through 8: 0.36 -0.38 -0.86 -0.68 -0.34 -0.43 -0.35 -0.36

***

# 2
# C8H14IN4O

The ion C8H14IN4O with charge +1 at a distorted geometry (ωB97M-V with the def2-TZVPD basis set, OMol25).

Positions of all 28 atoms, in Å:
I 3.72541 1.59671 -1.10435
O -1.51709 1.53439 -0.78099
N 0.67751 0.55707 1.78831
N 0.97279 2.92838 -0.56313
N 0.74580 1.69042 -0.04184
N 1.39501 1.22124 1.13662
C -0.69545 1.14719 -0.01750
C -0.72254 -1.23026 0.87322
C 0.20255 -1.56344 -0.29916
C -2.19517 -1.50988 0.47680
C -0.31707 -1.95089 2.12666
C 0.98056 1.41504 -2.66824
C 1.55477 1.87310 -1.33677
C -0.62642 0.25608 1.16943
H 0.15165 -2.64103 -0.55519
H -0.45219 -2.96252 1.94612
H 1.41892 0.39476 -2.80120
H -2.30457 -2.55910 0.39464
H 1.45080 3.72233 -0.12884
H -0.12281 1.64667 -2.66978
H -1.40362 0.56532 1.76793
H -2.85664 -1.24704 1.29296
H 1.36987 1.86423 -3.57381
H 0.74015 -1.78594 2.26731
H -0.03520 -0.82132 -1.15891
H -1.03608 -1.61890 2.94442
H -2.40150 -0.99261 -0.35780
H 1.30055 -1.52999 -0.12691

Properties
* total energy: -24619.60529 eV
* SMILES string: CC(C)(C)[C@H]1N=N[N@+]2(N[C@@]2(C)I)C1=O
* energy above the lowest of the compared OMol25 structures with the same formula, charge and spin: 36.0 kJ/mol
* LUMO energy: -4.39 eV
* total charge: +1

Results of the Mulliken charge analysis, in e, for atoms 1 through 8: 0.22 -0.39 -0.37 -0.81 1.44 -0.39 -0.07 1.18

***

# 3
# C8H14N2

An isolated molecule of C8H14N2 at a distorted geometry (ωB97M-V with the def2-TZVPD basis set, OMol25).

Positions of all 24 atoms, in Å:
N -0.94898 1.76192 1.35819
N -0.43336 0.47759 1.14132
C 2.72907 -1.17789 0.29231
C 0.05404 0.26430 -1.42883
C -2.05384 -0.77485 -0.28236
C 1.92283 1.28299 0.07865
C 1.86391 -0.17639 0.33862
C -0.96647 -0.87194 -1.32867
C -1.33604 -0.72362 1.03952
C 0.53405 0.60789 0.02969
H -1.60651 2.16323 0.69355
H 0.82231 -0.16708 -2.14035
H -1.46065 1.80179 2.22489
H -2.48729 0.27240 -0.36954
H 2.15528 1.77058 -0.88183
H -0.54304 -1.41253 1.12777
H 2.40333 -2.21145 0.42951
H -0.43481 -1.66026 -0.98947
H -0.43760 1.12775 -1.90705
H -1.21727 -1.01892 -2.33181
H -1.80752 -0.59990 1.96665
H 2.12770 1.78515 0.93936
H 3.85612 -0.94620 0.15868
H -2.73526 -1.57458 -0.15880

Properties
* total energy: -11498.39795 eV
* SMILES string: C=C1C[C@@]12CCCCN2N
* energy above the lowest of the compared OMol25 structures with the same formula, charge and spin: 490.4 kJ/mol
* LUMO energy: 1.02 eV
* total charge: 0

Results of the Mulliken charge analysis, in e, for atoms 1 through 8: -0.72 0.18 -0.77 -0.66 -0.44 -0.80 0.01 -0.99

***

# 4
# C8H14N2O

The ion C8H14N2O with charge +2 at a distorted geometry (ωB97M-V with the def2-TZVPD basis set, OMol25).

Positions of all 25 atoms, in Å:
O -0.52316 -1.40288 1.54042
N 1.29008 0.45815 0.45078
N -0.52241 -2.70588 -0.68860
C -0.59502 1.52865 -0.69568
C 2.47608 0.56213 0.67999
C -0.87992 -1.48541 -0.79589
C 0.15291 0.44492 -0.08054
C 3.69807 0.36124 -0.07552
C -2.15780 0.29824 0.54894
C -0.97028 -0.65624 0.46343
C -2.11418 1.51980 -0.39791
H 3.42968 0.35718 -1.22105
H 4.16863 -0.56235 0.19276
H -0.65689 -3.02845 0.34702
H -0.29888 -3.31203 -1.44333
H -2.88142 1.43515 -1.23229
H -1.05734 -0.94665 -1.75417
H -2.40028 2.40137 0.03528
H 2.61740 0.65805 1.80035
H -2.28977 0.65027 1.58520
H -0.31399 2.58749 -0.64386
H -1.06881 -1.43096 2.29304
H 4.27449 1.17514 0.30326
H -0.34092 1.43260 -1.71138
H -3.03628 -0.33951 0.49977

Properties
* total energy: -13530.97086 eV
* SMILES string: CC=[N+]=C1CCC[C@@]1(O)C=[NH2+]
* energy above the lowest of the compared OMol25 structures with the same formula, charge and spin: 84.8 kJ/mol
* LUMO energy: -8.69 eV
* total charge: +2

Results of the Mulliken charge analysis, in e, for atoms 1 through 8: -0.59 0.22 -0.16 -0.92 0.10 -0.48 -0.15 -0.93

***

# 5
# C8H14N2O3

A structure of composition C8H14N2O3 at a distorted geometry (ωB97M-V with the def2-TZVPD basis set, OMol25).

Positions of all 27 atoms, in Å:
O 3.79738 -1.17163 0.24044
O 1.99523 -2.50851 0.04331
O -0.37812 -1.63352 -0.64729
N -2.24219 0.41259 -0.87000
N 0.42983 0.05044 0.46867
C 1.16340 2.22624 -0.08839
C 1.55421 -0.12605 -0.36589
C -1.83886 -0.34217 0.30925
C 2.28542 1.27004 -0.29334
C -0.49069 -0.68524 -0.05692
C 0.14170 1.58761 0.68461
C -2.64298 -1.57589 0.64526
C 2.58596 -1.31795 0.06886
H -2.17020 -0.02462 -1.79488
H 1.28996 -0.34143 -1.48145
H -2.71210 -1.89305 2.13009
H -3.90469 -1.17205 0.06365
H 1.44882 3.06312 0.64198
H 2.84561 1.15304 -1.19937
H 0.81135 2.57300 -0.96788
H -2.20992 -2.68206 -0.12502
H -3.26989 0.46505 -0.83904
H 0.17793 1.74948 1.81000
H 1.21148 -2.46121 -0.51963
H -0.81047 1.89129 0.39319
H -1.89267 0.40969 1.13320
H 2.82449 1.08377 0.61662

Properties
* total energy: -17639.73999 eV
* energy above the lowest of the compared OMol25 structures with the same formula, charge and spin: 683.2 kJ/mol
* LUMO energy: 0.46 eV
* total charge: 0

Results of the Mulliken charge analysis, in e, for atoms 1 through 8: -0.58 -0.51 -0.64 -0.59 -0.03 -0.70 -0.21 -0.01

***

# 6
# C8H14N2O5

An isolated molecule of C8H14N2O5 at a distorted geometry (ωB97M-V with the def2-TZVPD basis set, OMol25).

Positions of all 29 atoms, in Å:
O 1.71664 -2.40323 0.81546
O 1.78445 -1.27508 -1.11630
O -3.81690 -0.57227 0.25346
O -2.79663 1.39159 -0.04301
O 1.51530 0.55767 1.70552
N -0.34732 2.54395 -0.42749
N -0.57831 0.04512 1.13225
C 1.21100 -2.05679 -0.39633
C 2.22870 2.29978 -0.30469
C -2.80757 0.10785 0.10648
C -1.36304 -0.50577 0.05820
C 0.64183 0.74625 0.89907
C 0.79662 1.63288 -0.29414
C -1.31587 -2.05420 0.16567
C -0.14254 -2.74880 -0.62160
H 2.45693 2.92407 -1.13771
H 2.45083 -1.77869 1.13234
H -2.15855 -2.50020 -0.27993
H -0.85712 -0.16170 -0.82420
H -0.35556 -2.68585 -1.68533
H -0.39595 -0.46705 1.96491
H -0.34575 3.29052 0.25528
H 0.87187 0.92225 -1.11753
H -0.41748 3.00908 -1.29901
H -1.39903 -2.49406 1.19113
H -1.91385 1.79487 -0.19512
H 2.48999 2.79512 0.71533
H 2.94265 1.42436 -0.40033
H -0.09537 -3.78169 -0.25238

Properties
* total energy: -21741.69346 eV
* SMILES string: C[C@H](N)C(=O)N[C@@H](CCC(=O)O)C(=O)O
* energy above the lowest of the compared OMol25 structures with the same formula, charge and spin: 87.5 kJ/mol
* LUMO energy: 0.47 eV
* total charge: 0

Results of the Mulliken charge analysis, in e, for atoms 1 through 8: -0.50 -0.60 -0.62 -0.51 -0.64 -0.48 -0.09 0.58